Here is a structure of composition C35H70O13 from OMol25. Energies are from wB97M-V/def2-TZVPD.

Its frontier orbital gap is 0.2304 Eh.

Last column: Löwdin charge in e.
CARTESIAN COORDINATES (ANGSTROEM)
O1 -8.164625 85.551685 -21.084571  0.08
C1 -8.992579 84.785555 -21.591920  -0.49
O2 -9.138559 84.649052 -22.915239  0.03
C2 -8.694421 85.652891 -23.730667  -0.25
C3 -8.503053 85.127057 -25.159284  -0.07
C4 -9.628635 83.687358 -20.828677  0.03
H1 -7.891655 86.330376 -23.583779  0.11
H2 -9.429596 86.402339 -23.852901  0.11
H3 -8.076619 85.894721 -25.854261  0.09
H4 -9.217083 84.787747 -25.895128  0.05
H5 -7.784054 84.286422 -25.203715  0.05
H6 -9.694933 83.951446 -19.797067  0.09
H7 -9.087199 82.692769 -20.854093  0.10
H8 -10.542942 83.662432 -21.196551  0.04
O3 -9.041116 73.039776 -29.165840  0.07
C5 -7.966892 72.958957 -28.531761  -0.51
O4 -7.060199 73.910735 -28.433146  0.02
C6 -7.128310 75.053276 -29.182363  -0.27
C7 -7.983993 76.139882 -28.507880  -0.04
C8 -7.600669 71.759737 -27.692402  0.00
H9 -7.474973 74.717347 -30.022055  0.09
H10 -6.296172 75.544311 -29.151338  0.01
H11 -7.956460 77.052007 -29.190759  -0.05
H12 -7.471989 76.790144 -27.499089  0.18
H13 -8.988839 75.812533 -28.473508  0.07
H14 -6.668348 71.209805 -28.182126  0.13
H15 -8.357097 70.991665 -27.821632  0.07
H16 -7.392533 71.829960 -26.637476  0.07
C9 -2.679159 79.010433 -26.971658  -0.04
C10 -3.580816 78.105784 -27.775126  -0.28
O5 -4.874858 78.540838 -27.891592  -0.11
C11 -3.120071 76.720498 -28.203650  0.04
H17 -3.229303 79.549283 -26.130374  0.08
H18 -2.389490 79.814969 -27.506961  0.05
H19 -1.959694 78.511311 -26.481653  0.07
H20 -4.014025 76.249729 -28.748194  0.10
H21 -2.891925 75.930263 -27.395782  0.13
H22 -2.405704 76.823012 -28.935951  0.06
C12 -5.233138 83.610807 -22.844204  0.01
C13 -4.379949 84.877995 -23.120987  -0.39
O6 -4.805419 86.048769 -22.923834  0.04
C14 -2.958955 84.571779 -23.455175  -0.03
H23 -5.515078 83.080869 -23.643392  0.01
H24 -5.994021 84.073525 -22.314809  0.06
H25 -4.648409 82.876715 -22.292909  0.05
H26 -2.678759 83.729996 -23.936336  0.00
H27 -2.259533 84.552904 -22.632122  0.08
H28 -2.558925 85.579070 -24.003156  0.15
C15 -7.623021 79.974930 -26.736338  0.00
C16 -7.479959 81.167180 -25.795900  -0.20
O7 -7.728727 82.416997 -26.275036  -0.13
C17 -6.906282 81.032287 -24.423627  0.00
H29 -8.564224 80.155954 -27.262573  0.11
H30 -7.857066 79.145293 -26.228472  0.07
H31 -7.102843 79.815031 -27.463082  -0.04
H32 -7.566901 80.293786 -23.825582  0.13
H33 -6.855599 81.876246 -23.743921  0.07
H34 -5.992326 80.690896 -24.441771  0.00
C18 -3.964654 80.347027 -28.620097  -0.03
C19 -3.437622 81.354126 -27.597803  -0.32
O8 -2.361449 82.160284 -27.812174  -0.03
C20 -4.075234 81.433286 -26.261090  -0.02
H35 -4.953525 80.661404 -28.649335  0.09
H36 -3.659595 79.347734 -28.175860  -0.03
H37 -3.365343 80.631864 -29.348742  0.07
H38 -4.968520 81.869170 -26.243792  0.04
H39 -3.495207 81.955620 -25.545809  0.05
H40 -4.223673 80.324251 -26.015235  0.09
C21 -7.909886 81.974035 -28.089303  -0.13
C22 -8.200521 83.006122 -29.273197  -0.25
O9 -7.566581 82.835592 -30.409872  -0.05
C23 -9.203968 84.214840 -29.012816  0.00
H41 -7.761589 81.011586 -28.527414  0.05
H42 -8.641928 82.071966 -27.426280  0.02
H43 -6.730923 82.209310 -27.786261  0.17
H44 -8.883903 84.978851 -28.421053  0.02
H45 -10.160481 83.831519 -28.710174  0.08
H46 -9.227008 84.820416 -29.931110  0.08
C24 -7.896684 81.214369 -18.861937  0.00
C25 -8.155576 79.919318 -19.575908  -0.30
O10 -9.152614 79.071918 -19.144521  -0.05
C26 -7.245842 79.616301 -20.763912  -0.01
H47 -8.145860 80.684410 -17.976158  0.09
H48 -8.539530 82.102301 -18.981420  0.09
H49 -6.980748 81.452619 -18.872764  0.01
H50 -7.492564 78.825116 -21.317630  0.03
H51 -6.146444 79.518725 -20.408657  0.13
H52 -7.205119 80.275050 -21.447627  -0.02
C27 -3.914238 77.220204 -24.120368  -0.03
C28 -5.019176 77.125080 -23.141056  -0.37
O11 -6.202955 77.792188 -23.340505  -0.06
C29 -4.842595 76.300313 -21.864089  -0.03
H53 -3.536389 76.205339 -24.347027  0.11
H54 -3.246967 77.984486 -23.781935  0.03
H55 -4.399798 77.840067 -25.075731  0.15
H56 -3.710613 76.327323 -21.383564  0.14
H57 -5.002871 75.266261 -22.033177  0.06
H58 -5.334705 76.649067 -20.953338  0.07
C30 -3.966417 80.520200 -22.180922  -0.03
C31 -2.853284 80.787808 -23.159100  -0.31
O12 -3.139663 81.843856 -23.991851  -0.13
C32 -1.578772 79.954844 -23.221732  -0.01
H59 -3.573421 80.429181 -21.094422  0.13
H60 -4.339407 79.591186 -22.647232  0.07
H61 -4.799632 81.271795 -22.130227  0.06
H62 -1.504751 79.210067 -22.456807  0.06
H63 -0.682560 80.761644 -23.306402  0.16
H64 -1.721323 79.285977 -24.200172  0.10
C33 -7.011009 79.487721 -31.252473  -0.04
C34 -7.193848 78.542186 -30.136239  -0.31
O13 -8.282975 78.330078 -29.450441  -0.03
C35 -5.944444 77.528861 -29.902341  -0.01
H65 -6.101183 80.245121 -31.179351  0.14
H66 -7.884156 80.122484 -31.473728  0.08
H67 -6.812850 78.915027 -32.189046  0.10
H68 -5.635836 77.693873 -28.995453  -0.06
H69 -5.195946 78.058176 -30.510106  0.10
H70 -6.559875 76.527594 -30.122520  0.12

Cartesian forces, eV/Å:
O -2.115 -0.699 -1.019
C 4.368 0.501 1.113
O -0.620 -0.847 1.572
C -0.812 1.280 -4.430
C 2.304 -0.245 -1.436
C 3.388 -0.587 1.292
H 1.713 -0.629 1.588
H -1.727 0.724 0.364
H 0.289 0.019 1.143
H -1.678 -0.357 0.969
H -0.128 0.609 0.366
H 0.090 0.386 0.707
H -0.653 1.310 -0.634
H -4.517 -1.127 -1.574
O 2.977 -0.019 1.174
C -2.907 0.055 -0.254
O 1.444 -2.596 2.045
C -4.250 0.857 6.040
C 2.187 0.985 0.705
C 1.639 -2.447 -1.997
H -2.007 -0.729 -5.678
H 5.614 0.752 -0.045
H -0.717 -2.847 1.584
H -1.530 -2.719 -2.560
H -1.135 -0.036 0.904
H -1.552 1.430 0.987
H -0.392 0.208 0.064
H 0.091 0.794 0.205
C -1.920 -1.816 2.549
C -6.092 -2.369 3.052
O 4.788 -6.556 3.827
C -4.177 -1.396 1.070
H 0.878 -1.814 -1.415
H 2.726 1.601 -1.221
H 3.085 -2.122 1.194
H 1.201 0.660 0.743
H 0.098 1.817 -0.932
H 2.247 0.083 -1.344
C 2.630 2.876 2.096
C -0.670 1.396 1.042
O 1.195 -3.933 -0.859
C 1.313 6.408 -0.402
H -1.129 -1.257 -3.403
H -2.125 0.015 1.236
H 0.058 0.858 0.413
H 0.017 -2.363 -2.072
H -0.344 0.198 1.125
H -0.807 -2.486 0.862
C -7.286 3.991 7.643
C -0.032 6.489 -2.284
O 3.111 -5.010 11.527
C -6.203 0.045 1.739
H -0.248 -0.229 0.426
H -0.013 -3.366 2.352
H 7.003 -1.525 -7.482
H 1.125 0.622 -1.083
H -0.637 0.630 -0.791
H 4.883 -2.450 -0.399
C 2.183 3.610 3.465
C 4.682 5.165 -1.225
O -5.507 -4.536 0.790
C 2.145 -3.103 -1.159
H -2.162 -0.448 -0.844
H -1.328 7.059 -4.027
H 2.211 1.071 -4.522
H -3.999 1.828 -0.502
H 0.609 -0.018 -0.392
H -0.994 2.380 0.498
C 3.888 2.232 -10.172
C 2.958 -1.098 -3.235
O -3.221 1.288 5.028
C 1.014 -2.356 -3.394
H -0.521 0.090 -1.349
H -3.612 -0.511 0.234
H -2.688 -0.150 -1.471
H 1.314 1.400 2.786
H -0.461 -0.038 0.095
H -0.601 -0.826 -0.338
C -6.977 -2.652 0.355
C -5.204 -3.885 -0.194
O 6.211 5.029 -2.740
C 1.841 -2.506 7.161
H -0.105 0.907 2.182
H 0.029 -0.888 -0.183
H 7.028 1.896 -0.269
H -1.038 -3.913 -1.428
H -1.721 -0.028 -0.298
H 0.041 5.936 -4.400
C -2.634 1.414 -2.972
C -6.835 3.209 0.541
O 6.976 -3.765 1.117
C 3.408 1.510 1.545
H 0.328 0.876 -0.029
H 1.102 -0.265 0.584
H 1.113 -2.214 2.079
H -2.252 0.024 -1.902
H -0.454 -1.005 -0.250
H -0.911 0.039 -0.731
C 0.551 -0.310 1.162
C -2.209 6.482 -3.155
O 3.105 -6.571 5.925
C 0.112 1.524 -3.021
H -0.567 -0.509 -1.813
H -0.454 -0.141 1.061
H 1.141 -1.008 -0.551
H 0.231 0.072 0.865
H -1.932 -2.407 0.074
H 0.825 1.778 1.654
C 0.598 2.188 -1.349
C -1.794 -2.033 2.757
O 3.804 5.062 -4.219
C -5.456 0.890 -6.884
H -1.706 -1.770 0.350
H 0.214 -0.289 0.413
H 0.015 0.091 0.693
H 0.746 -0.603 4.620
H 0.106 -1.333 -0.632
H 2.777 3.112 -0.786